ORCA calculation (ωB97M-V/def2-TZVPD) on a 12-piece molecular cluster, C60H144N3O32P5 overall at a distorted geometry.

Computed properties:
HOMO = -0.2953 hartree
total energy = -180998.2070 eV
gap between HOMO and LUMO = 0.31240 Eh
max |F| = 5.133 eV/A

```
244
Properties=species:S:1:pos:R:3:forces:R:3:lowdin_charge:R:1
C 4.11197 -2.55138 -0.89026 0.8 -0.7 0.3 -0.09
C 5.04125 -3.66388 -1.38657 0.3 0.8 -0.9 -0.25
N 6.01578 -3.16259 -2.39437 -0.6 1.3 0.5 -0.19
C 6.71324 -1.92113 -1.95689 1.4 -1.3 1.4 -0.20
C 7.51223 -2.25402 -0.62790 0.2 0.7 -0.2 -0.07
C 6.96013 -4.18809 -2.83864 -0.8 0.9 -0.2 -0.28
C 6.28357 -5.07691 -3.86471 0.5 -0.1 0.6 -0.09
H 4.58965 -1.78390 -0.28124 0.4 0.1 -0.2 0.05
H 3.42405 -3.02898 -0.19259 -0.7 0.2 -0.5 0.06
H 3.72229 -2.10196 -1.80364 -0.7 0.1 0.4 0.08
H 5.53616 -4.20598 -0.58078 0.2 0.0 0.3 0.10
H 4.38599 -4.37419 -1.89074 0.1 -0.2 -0.1 0.11
H 7.40815 -1.57933 -2.72395 0.3 -0.6 -0.2 0.10
H 6.15391 -0.99094 -1.85695 -0.9 -0.5 0.4 0.07
H 8.15484 -1.45815 -0.25140 -0.2 0.4 -0.2 0.04
H 6.88573 -2.53266 0.21942 -0.5 0.1 -0.1 0.05
H 8.20675 -3.08929 -0.71768 -0.1 -0.1 -0.5 0.07
H 7.30331 -4.78582 -1.99422 0.4 -0.2 0.1 0.11
H 7.78711 -3.63143 -3.27947 0.2 -0.3 0.0 0.11
H 5.55816 -5.67481 -3.31299 -0.2 -0.1 -0.5 0.06
H 7.05264 -5.73389 -4.27091 -0.2 -0.2 -0.3 0.07
H 5.80971 -4.46041 -4.62857 0.0 -0.2 0.0 0.08
C -5.62506 -3.08301 2.71504 0.8 0.4 0.0 -0.09
C -5.83965 -2.58003 4.14356 -0.1 0.0 0.1 -0.24
N -7.15292 -2.03168 4.50298 0.0 0.3 0.3 -0.19
C -8.27184 -2.88048 4.13372 0.0 0.5 0.1 -0.24
C -9.56488 -2.48033 4.92402 0.7 -0.9 -0.2 -0.06
C -7.37101 -0.65858 4.01659 0.8 0.6 0.6 -0.26
C -6.74228 0.31718 5.00554 0.0 0.4 -0.2 -0.09
H -6.09606 -4.04737 2.52460 -0.2 0.2 -0.2 0.06
H -4.55590 -3.21439 2.54850 0.2 -0.4 0.3 0.05
H -5.81108 -2.32080 1.95838 -0.8 -0.1 -0.1 0.07
H -5.59429 -3.39247 4.82754 -0.3 -0.2 0.1 0.11
H -5.07150 -1.84213 4.37498 -0.1 0.3 -0.1 0.10
H -8.27966 -2.84882 3.04420 -1.2 0.2 -0.5 0.08
H -8.02939 -3.93206 4.28701 0.0 -0.1 0.6 0.11
H -9.72229 -1.42626 5.15261 0.1 0.1 -0.8 0.06
H -10.43781 -2.92117 4.44260 -0.1 0.2 0.1 0.07
H -9.49054 -2.89495 5.92933 0.1 -0.4 0.0 0.07
H -8.42241 -0.37775 3.95485 0.0 -0.5 -0.2 0.10
H -6.91155 -0.47388 3.04557 -0.1 -0.2 -0.5 0.11
H -7.36412 0.35148 5.90010 0.5 -0.3 0.3 0.07
H -6.68313 1.35121 4.66585 -0.3 0.1 -0.5 0.06
H -5.69809 0.04318 5.15615 -0.1 -0.2 0.6 0.06
C -2.93444 -0.67687 0.16405 0.3 1.0 -0.9 -0.05
C -1.45632 -0.63021 0.48647 0.4 0.1 0.3 -0.27
N -0.56974 0.25001 -0.27419 -0.2 0.4 -2.4 -0.14
C -0.32737 -0.16114 -1.70215 -0.4 -0.2 0.3 -0.22
C 0.26921 -1.54710 -1.93501 0.2 0.2 0.3 -0.07
C 0.67045 0.45978 0.45478 0.5 0.4 0.8 -0.25
C 1.83058 1.18034 -0.27599 -0.7 -0.9 0.3 -0.05
H -3.08917 -1.04965 -0.84847 -0.1 -0.1 0.0 0.05
H -3.29743 0.35090 0.16855 -0.5 0.0 0.1 0.06
H -3.47739 -1.31029 0.86553 0.0 0.1 0.0 0.07
H -1.33971 -0.19927 1.48085 -0.1 -0.5 0.5 0.10
H -1.14094 -1.67348 0.47174 0.7 -0.2 0.3 0.10
H -1.26303 -0.13425 -2.26064 -0.4 0.1 0.3 0.08
H 0.28383 0.53575 -2.27563 0.1 0.5 0.7 0.10
H -0.47497 -2.31245 -1.71468 0.2 -0.3 -0.1 0.06
H 0.61865 -1.61998 -2.96490 -0.3 -0.1 -0.2 0.06
H 1.17530 -1.71311 -1.35231 -0.1 -0.1 0.3 0.06
H 0.99651 -0.50952 0.83192 0.6 -0.2 0.0 0.09
H 0.45597 1.02985 1.35873 -0.3 0.2 0.1 0.09
H 2.61996 1.48659 0.41045 -0.1 -0.2 0.3 0.06
H 1.50271 2.09056 -0.77810 -0.1 -0.3 -0.4 0.06
H 2.24654 0.40567 -0.92016 0.3 0.6 -0.6 0.06
C -4.49586 2.11127 -3.37748 0.7 -0.8 0.4 -0.05
C -2.97064 2.26893 -3.68334 -1.8 0.1 1.4 -0.28
O -2.83543 2.79810 -4.97099 2.4 1.0 -1.9 -0.18
P -1.37923 3.50316 -5.32333 -0.3 -0.7 -1.1 0.55
O -1.26596 3.96309 -6.74689 -0.3 -0.7 2.4 -0.25
O -1.25312 4.63855 -4.18758 0.6 -1.8 -0.3 -0.22
C -1.95472 5.85864 -4.32840 0.0 1.4 0.4 -0.27
C -3.44212 5.79538 -4.02129 -0.1 -0.3 -1.0 -0.06
O -0.23934 2.40140 -4.84842 -2.5 2.0 0.1 -0.17
C 0.70310 1.89736 -5.74268 2.7 -1.0 -0.7 -0.32
C 0.40487 0.51038 -6.23223 -1.7 -0.6 -0.2 -0.06
H -5.14126 2.98439 -3.47342 0.6 0.3 -0.1 0.07
H -4.96880 1.31948 -3.95843 0.3 -0.1 -0.4 0.05
H -4.59140 1.75976 -2.35014 0.0 0.2 0.2 0.07
H -2.50577 2.96277 -2.98292 -0.2 0.0 0.3 0.08
H -2.43397 1.32794 -3.56238 -0.1 -0.2 -0.3 0.10
H -1.52979 6.54362 -3.59469 0.4 -0.2 0.2 0.11
H -1.64720 6.27891 -5.28595 -0.6 0.0 -0.3 0.12
H -3.64655 5.16764 -3.15397 0.0 0.1 0.1 0.05
H -3.84004 6.79658 -3.85589 0.2 0.1 0.2 0.08
H -3.99325 5.40355 -4.87618 -0.1 -0.2 0.0 0.08
H 0.95010 2.49349 -6.62116 -0.7 0.6 0.2 0.12
H 1.65319 1.83119 -5.21254 0.0 0.3 0.4 0.11
H -0.45643 0.58038 -6.89657 -0.1 -0.1 -0.3 0.09
H 1.19484 -0.00902 -6.77470 0.2 0.4 0.1 0.08
H 0.04687 -0.14909 -5.44164 0.3 0.0 0.4 0.06
C 10.89855 1.89322 4.57687 1.1 -0.6 1.6 -0.09
C 11.36480 1.97808 3.19282 -0.4 0.0 -1.5 -0.25
O 10.15515 1.84955 2.38317 -1.0 -1.1 -1.1 -0.20
P 9.38319 0.45447 1.99993 1.3 0.5 -0.6 0.48
O 10.28014 -0.63695 1.51883 -1.5 1.5 0.3 -0.24
O 8.54822 0.07695 3.29722 0.9 1.1 0.0 -0.21
C 8.16668 -1.25600 3.51520 -0.8 -0.6 1.6 -0.25
C 7.00721 -1.16345 4.51996 -0.2 -0.1 -0.5 -0.07
O 8.17463 0.93855 1.02303 2.5 -1.2 0.5 -0.18
C 7.27249 1.91369 1.46832 -1.5 1.7 -0.2 -0.28
C 5.83262 1.41145 1.30088 0.4 0.0 -0.6 -0.05
H 10.72797 0.83525 4.77609 -0.8 0.2 0.3 0.08
H 11.71445 2.14484 5.25444 0.1 0.2 0.1 0.08
H 10.06876 2.56774 4.78803 -0.1 -0.3 -0.1 0.08
H 11.84015 2.93011 2.95663 -0.5 0.2 -0.2 0.12
H 12.09668 1.22979 2.88864 -0.2 -0.3 0.2 0.12
H 7.86305 -1.75050 2.59250 -0.1 0.1 -0.1 0.11
H 8.98359 -1.82521 3.95877 0.2 0.0 -0.2 0.12
H 6.26667 -0.47214 4.11771 -0.3 -0.4 -0.3 0.04
H 6.59458 -2.15687 4.69592 -0.2 0.1 0.0 0.08
H 7.20792 -0.70430 5.48794 0.8 -0.2 0.0 0.08
H 7.48670 2.31694 2.45807 0.1 -0.5 0.3 0.10
H 7.41403 2.78704 0.83168 0.0 0.0 -0.3 0.12
H 5.46798 0.80212 2.12783 0.0 0.0 -0.2 0.05
H 5.09998 2.17897 1.05138 0.1 0.5 0.7 0.07
H 5.82283 0.88097 0.34873 0.1 -0.7 0.1 0.06
C 6.62665 3.11948 6.07759 -0.1 0.2 0.6 -0.04
C 5.68599 2.37300 5.12885 2.7 0.3 -0.8 -0.32
O 4.41366 2.40782 5.64322 -3.6 -1.3 1.0 -0.18
P 3.39446 1.28084 5.05024 -1.2 -0.3 0.9 0.56
O 3.29036 1.33766 3.57444 0.5 -0.6 1.2 -0.23
O 3.92377 -0.18982 5.61963 -0.4 1.3 -0.4 -0.23
C 3.77912 -0.65829 6.99184 -0.5 1.1 0.9 -0.22
C 4.49870 0.29680 8.00287 0.3 -1.2 -0.7 -0.06
O 1.97731 1.57877 5.86253 3.1 0.2 -0.3 -0.20
C 0.77970 0.82327 5.58971 1.0 -0.2 -0.3 -0.24
C 0.44445 0.92332 4.14785 -1.2 0.4 -1.6 -0.10
H 6.48536 4.19918 6.02873 -0.3 0.0 0.1 0.08
H 6.42736 2.76179 7.08776 -0.4 0.2 0.2 0.07
H 7.70526 2.97210 6.02292 0.0 -0.4 -0.9 0.06
H 5.64084 2.84696 4.14833 0.4 -0.1 -0.2 0.12
H 6.03884 1.34613 5.03317 0.0 0.0 -0.2 0.08
H 2.72108 -0.78193 7.22281 -0.2 0.6 0.0 0.10
H 4.09275 -1.69915 7.07151 0.8 0.2 -0.5 0.12
H 5.51096 0.41634 7.61668 0.0 0.4 -0.2 0.06
H 4.02083 1.26475 8.15388 -0.1 -0.2 -0.2 0.08
H 4.69993 -0.17178 8.96622 -0.6 -0.2 0.1 0.07
H 0.97938 -0.21753 5.84458 -0.4 -0.1 0.4 0.11
H 0.02867 1.30534 6.21554 0.1 -0.3 0.0 0.13
H -0.63456 0.82551 4.02839 -0.2 -0.1 0.0 0.07
H 0.71046 1.89524 3.73227 -0.1 0.2 0.3 0.09
H 0.87506 0.22335 3.43181 0.3 -0.3 0.6 0.05
C -7.89386 0.46138 -4.65605 -1.5 -0.6 0.6 -0.05
C -8.97022 -0.40234 -3.89684 1.0 1.8 0.1 -0.24
O -8.34478 -1.45009 -3.17630 -0.2 -1.7 0.2 -0.19
P -7.45015 -1.17708 -1.89136 -1.5 1.7 1.2 0.44
O -7.86145 0.07839 -1.19032 0.6 -2.0 -0.4 -0.23
O -6.00271 -1.08466 -2.47513 0.0 0.1 0.6 -0.16
C -5.59188 -2.06282 -3.38201 1.5 -1.1 -2.1 -0.30
C -4.10769 -2.30145 -3.19334 -0.1 -0.6 -0.3 -0.05
O -7.46773 -2.58675 -1.06143 1.3 1.9 -1.3 -0.21
C -8.37999 -2.70912 0.02552 -1.6 -1.0 -0.8 -0.25
C -8.46873 -4.24487 0.23579 0.9 0.1 0.3 -0.05
H -7.21457 1.02596 -4.01737 -0.4 0.0 0.2 0.05
H -7.27649 -0.16839 -5.29664 -0.3 0.0 -0.2 0.07
H -8.53664 1.12730 -5.23179 0.6 0.3 -0.4 0.08
H -9.54457 0.15905 -3.15991 0.3 0.5 0.0 0.11
H -9.73893 -0.72593 -4.59860 0.5 -0.9 -0.1 0.11
H -6.13280 -3.00864 -3.35146 -0.2 0.0 0.7 0.12
H -5.72318 -1.75815 -4.42030 -0.4 0.6 0.0 0.11
H -3.47874 -1.53175 -3.64065 -0.1 0.7 0.9 0.07
H -4.00660 -2.52015 -2.13030 0.8 0.3 -0.1 0.06
H -3.74272 -3.14826 -3.77457 -0.5 -0.6 0.2 0.08
H -8.13226 -2.07359 0.87571 0.4 -0.4 0.1 0.10
H -9.29564 -2.29194 -0.39359 -0.6 -0.3 0.5 0.11
H -9.23020 -4.68617 0.87884 -0.3 0.6 0.0 0.08
H -8.47436 -4.78431 -0.71135 -0.5 0.4 -0.3 0.08
H -7.51989 -4.58069 0.65415 0.2 0.1 0.3 0.04
C -5.51950 7.42247 -1.26060 0.1 0.5 -0.3 -0.07
C -5.48241 6.90070 0.17256 -1.3 -0.9 -1.2 -0.27
O -4.17491 6.41823 0.37892 2.2 -1.5 1.0 -0.20
P -3.78091 4.84870 0.25294 -1.4 0.8 -1.1 0.58
O -4.46655 4.26562 -0.96458 2.2 0.5 1.8 -0.24
O -2.10778 4.86482 0.38586 -4.5 1.2 2.1 -0.16
C -1.43694 4.27061 -0.63857 1.4 -1.2 -2.8 -0.34
C 0.02714 4.70635 -0.61449 -0.1 -0.1 0.2 -0.04
O -4.37725 4.22134 1.61067 1.3 0.1 -0.2 -0.16
C -4.14927 2.81358 1.84272 -0.7 -1.2 -1.2 -0.29
C -3.59487 2.43487 3.13912 0.7 0.4 2.3 -0.09
H -4.64325 8.04968 -1.42464 0.0 0.1 -0.1 0.08
H -5.47439 6.59795 -1.97209 0.3 -0.2 0.3 0.06
H -6.39594 7.97701 -1.59590 -0.2 0.2 0.6 0.08
H -5.75550 7.55621 0.99950 0.3 0.4 -0.3 0.12
H -6.17992 6.06330 0.19097 -0.1 -0.1 0.3 0.11
H -1.66676 3.20513 -0.64325 0.8 -0.4 0.2 0.11
H -1.84971 4.57628 -1.59997 0.0 0.4 -0.2 0.08
H 0.57811 4.43990 -1.51645 -0.3 -0.1 -0.2 0.07
H 0.02340 5.79374 -0.53910 0.1 0.1 0.0 0.08
H 0.61299 4.32863 0.22349 -0.3 -0.1 0.2 0.07
H -5.10390 2.29157 1.77729 -0.2 0.3 -0.6 0.13
H -3.47842 2.33956 1.12622 -0.1 0.6 -0.7 0.10
H -3.32069 1.38165 3.19956 0.0 -0.1 -0.6 0.08
H -2.68805 2.99035 3.37835 0.0 0.1 0.1 0.09
H -4.31155 2.54340 3.95317 0.0 0.4 0.1 0.07
C -0.97915 -2.96634 3.27838 0.3 -0.3 -0.8 -0.04
O 0.30323 -2.51382 3.72042 2.1 0.4 -0.1 -0.04
C 1.38397 -2.50993 2.84030 -1.3 -1.2 -0.7 -0.52
O 1.28076 -2.79722 1.65495 0.4 0.5 1.7 0.09
O 2.50526 -2.24521 3.51878 -2.8 -0.1 1.7 -0.01
C 3.74639 -2.13940 2.92530 0.8 0.7 -1.5 -0.06
H -0.87987 -3.90439 2.73221 0.0 0.1 -0.1 0.07
H -1.43034 -2.22293 2.62122 -0.1 -0.1 0.1 0.07
H -1.60619 -3.16930 4.14656 0.3 0.3 0.1 0.10
H 4.05433 -3.10204 2.51712 0.2 0.1 -0.1 0.11
H 4.45932 -1.73888 3.64600 -0.3 -0.4 0.2 0.06
H 3.66592 -1.37394 2.15349 0.3 -0.2 -0.4 0.09
C 5.02924 1.92573 -2.48901 1.3 -0.5 1.3 -0.08
O 3.89797 2.41688 -3.11421 -2.1 1.0 -1.2 -0.01
C 3.84987 3.73921 -3.38998 1.4 0.6 -1.8 -0.49
O 4.78157 4.49195 -3.14769 -2.1 -0.6 -0.1 0.12
O 2.73996 3.97516 -4.19899 2.2 -1.8 1.7 -0.03
C 2.37940 5.22401 -4.70472 -0.7 1.4 -0.3 -0.07
H 5.19860 2.47495 -1.56285 0.2 -0.1 0.1 0.09
H 5.95210 1.93176 -3.06899 -0.2 0.5 -0.4 0.11
H 4.86742 0.87064 -2.26835 -0.4 0.1 0.1 0.08
H 3.08973 6.04961 -4.74842 0.6 -0.4 0.9 0.10
H 1.50329 5.50846 -4.12195 -0.1 0.4 -0.3 0.09
H 2.11286 5.14975 -5.75902 -0.3 -0.7 0.1 0.10
C -1.06092 -2.97876 -5.69479 0.0 -0.4 2.3 -0.08
O -0.25362 -2.98097 -6.82065 1.6 0.3 -2.2 -0.01
C 1.07528 -3.28655 -6.82829 1.3 -2.3 2.6 -0.49
O 1.74529 -3.73712 -5.86045 -2.3 1.9 -3.0 0.08
O 1.53830 -3.18640 -8.09213 -3.0 0.7 0.1 0.00
C 2.84696 -3.46814 -8.40141 2.6 -0.6 0.7 -0.08
H -2.04335 -2.52583 -5.82815 0.3 0.3 -0.9 0.09
H -0.58292 -2.43922 -4.87716 0.1 0.0 0.1 0.07
H -1.27830 -3.98041 -5.32390 0.3 -0.3 -0.1 0.10
H 3.19291 -3.22905 -9.40702 -1.0 0.9 -0.1 0.10
H 3.10663 -4.52675 -8.39756 -0.4 -0.3 0.8 0.10
H 3.45485 -2.93258 -7.67220 0.5 -0.2 -0.2 0.10
C -0.34008 -5.42349 -0.20791 0.8 0.1 -0.2 -0.02
O -1.60340 -5.52602 -0.83305 0.1 0.2 -0.5 0.02
C -2.65903 -4.93482 -0.31308 -0.2 -0.4 2.7 -0.58
O -2.75947 -4.41247 0.80819 0.4 -0.6 -2.4 0.08
O -3.65748 -5.22229 -1.13052 0.9 -1.1 -0.8 0.00
C -4.92537 -5.15416 -0.57882 -1.5 2.3 0.5 -0.07
H 0.16341 -6.38195 -0.33413 -0.4 -0.2 0.4 0.10
H -0.43687 -5.12114 0.83484 0.2 0.0 -0.2 0.08
H 0.27444 -4.75569 -0.81165 -0.1 0.5 0.4 0.09
H -5.11151 -4.08253 -0.64999 -1.0 0.2 0.4 0.08
H -4.98078 -5.40434 0.48063 0.2 -0.4 -0.1 0.10
H -5.70412 -5.64187 -1.16515 0.6 -0.4 -0.2 0.10
```
Forces are in eV/Å.